(1)
Below is a 5-piece molecular cluster, C40H78BFN3O15 overall, with properties calculated with ωB97M-V with the def2-TZVPD basis set.

CARTESIAN COORDINATES (ANGSTROEM)
1 F -2.5267 -7.8770 1.1160
2 O 3.1771 2.3528 3.9977
3 O 0.8364 -0.3160 6.0456
4 O 2.8228 5.1131 -3.7536
5 O 6.2987 4.8471 -3.7596
6 O -0.5934 -3.0584 6.3698
7 O 0.7653 -1.1799 8.9977
8 O -4.4976 6.0861 -3.0231
9 O 0.8592 3.9861 2.1181
10 O -1.5867 5.5565 -2.1391
11 O -2.3470 4.0455 -4.7232
12 O -0.9633 -6.1029 2.9573
13 O -2.5023 -4.3487 2.6169
14 O 1.7460 1.0832 1.5855
15 O 2.2908 -4.3780 2.6957
16 O 4.3953 2.8831 -5.1954
17 N -1.5531 -4.8687 -0.4306
18 N -2.7219 -8.6132 -1.4968
19 N -1.6232 -5.1429 -1.7147
20 C 1.3349 -1.6403 5.9826
21 C 1.7655 -1.1462 9.9933
22 C -1.6088 3.5863 -3.6062
23 C 0.6415 5.0513 1.2160
24 C -4.8490 -7.8052 -4.1715
25 C 0.6425 -2.9268 1.7296
26 C 0.3540 -2.6399 5.4079
27 C -1.0643 -3.5224 -0.0900
28 C -1.7514 -3.5881 5.7682
29 C -2.0926 4.2424 -2.3310
30 C -1.9919 -6.3478 -2.0868
31 C -3.0682 -4.4101 -4.3347
32 C -3.2767 -5.7746 -4.1153
33 C 0.6752 1.5973 2.3718
34 C -4.0945 -3.5849 -4.7830
35 C -3.5311 7.0112 -2.5531
36 C 2.1322 -3.1007 2.0814
37 C -5.5567 -5.4959 -4.8035
38 C 3.4735 1.8518 5.2831
39 C 2.5603 3.7228 -3.7917
40 C 0.4097 -3.5524 0.3595
41 C -1.8462 -5.7178 0.5555
42 C 5.0515 4.0541 -5.6646
43 C -5.6936 6.1353 -2.2783
44 C 6.4158 4.2799 -5.0537
45 C -2.3091 -7.3619 -1.1505
46 C -2.0944 -6.5735 -3.5819
47 C 3.8450 2.9308 -3.8887
48 C -4.5334 -6.3445 -4.3566
49 C -2.1380 6.5850 -2.9543
50 C -1.6563 3.8501 -5.9370
51 C -5.3507 -4.1404 -5.0018
52 C -2.2290 -6.9885 0.1780
53 C 0.5083 0.1005 8.4465
54 C 0.0599 2.8609 1.8146
55 C -0.1061 -0.0259 7.0721
56 C 7.4558 4.6455 -2.9803
57 C 2.9844 1.7813 1.6658
58 C 1.7150 5.8761 -4.1762
59 C 3.7220 1.5520 2.9662
60 B -1.7524 -5.3827 2.1300
61 H 3.0222 2.5240 6.0097
62 H 6.9832 4.9737 -5.6888
63 H 1.2926 5.8731 1.5048
64 H 3.5950 1.3682 0.8596
65 H 6.9524 3.3248 -5.0037
66 H -0.5229 0.9468 6.8039
67 H -0.9247 -0.7479 7.0739
68 H -6.1651 -3.5135 -5.3301
69 H -0.5419 3.8009 -3.7402
70 H 0.9749 1.7284 3.4125
71 H 0.0734 -3.4166 2.5117
72 H -3.1818 4.2203 -2.2627
73 H 1.4695 -0.5061 10.8313
74 H -0.1920 0.6319 9.1048
75 H -6.1606 7.1244 -2.3410
76 H 2.0352 3.4430 -2.8657
77 H 3.0471 0.8508 5.4218
78 H -1.1725 -6.1941 -4.0081
79 H -0.0543 2.7561 0.7277
80 H 1.4523 5.6402 -5.2154
81 H -2.1915 -7.6242 -3.8017
82 H 0.9972 -3.0009 -0.3685
83 H 0.8468 5.7008 -3.5287
84 H 0.8934 4.7475 0.1932
85 H -3.9678 -8.4312 -4.1424
86 H 1.4364 0.6798 8.3761
87 H 1.7127 -1.9748 6.9505
88 H -3.7453 7.9939 -2.9943
89 H 3.6093 1.8917 -3.6456
90 H -5.4733 -8.1174 -5.0013
91 H -2.1032 -3.9647 -4.1504
92 H 4.4206 4.9368 -5.5477
93 H 0.7867 -4.5740 0.3200
94 H 1.9208 3.4778 -4.6497
95 H -0.9338 3.0056 2.2628
96 H 7.2848 5.1077 -2.0101
97 H 2.7675 -3.0697 1.2011
98 H -1.4667 -6.3451 3.7445
99 H 8.3330 5.1104 -3.4441
100 H -1.7456 2.4974 -3.5250
101 H -1.4560 2.7864 -6.1130
102 H -0.0920 0.8180 2.3473
103 H -1.4753 7.4409 -2.8086
104 H -1.1309 -2.9187 -0.9854
105 H -5.3990 -7.9606 -3.2463
106 H 2.7162 -0.7886 9.5811
107 H -3.2327 -4.1329 2.0266
108 H 1.9032 -2.1621 10.3574
109 H 5.1930 3.8866 -6.7342
110 H -0.7103 4.4039 -5.9431
111 H -2.4284 -3.8954 6.5631
112 H -1.6979 3.6633 -1.4917
113 H -3.9346 -2.5353 -4.9681
114 H 4.5554 1.8181 5.4555
115 H -6.5282 -5.9357 -4.9774
116 H -2.5743 -9.3099 -0.7762
117 H -2.2862 4.2272 -6.7398
118 H -0.1536 -2.1871 4.5465
119 H -1.5050 -4.4580 5.1514
120 H -0.3997 5.3898 1.2512
121 H -2.2520 -2.8334 5.1513
122 H 2.4359 -2.2895 2.7407
123 H -5.5105 5.8868 -1.2260
124 H 2.2504 -4.2520 3.6452
125 H 7.6469 3.5760 -2.8316
126 H 3.6568 0.4895 3.2351
127 H 4.5774 3.2837 -3.1599
128 H 1.9909 6.9271 -4.1191
129 H 0.9050 -3.5322 5.0699
130 H 2.8540 2.8459 1.4676
131 H 4.7794 1.8203 2.8344
132 H 0.4296 -1.8609 1.6530
133 H -6.3746 5.3975 -2.6979
134 H -2.3416 -8.9620 -2.3651
135 H 2.1856 -1.5844 5.2961
136 H -1.7130 -3.0574 0.6411
137 H -3.5828 7.0947 -1.4610
138 H -2.0948 6.3127 -4.0102

Calculated total energy   -81311.396 eV
Charge   +1
E_LUMO   -3.9 eV
HOMO   -10.4 eV
Gap between HOMO and LUMO   0.2394 hartree

These are the Mulliken partial charges, in e, on atoms 1 to 2: F -0.28; O -0.27

(2)
Below is a 10-piece molecular cluster, C40H80O10 overall, with properties calculated with ωB97M-V with the def2-TZVPD basis set.

CARTESIAN COORDINATES (ANGSTROEM)
1 O 20.2300 5.5810 8.6690
2 O 19.4620 10.9010 11.2500
3 O 25.8970 3.8840 13.1010
4 O 24.7090 3.8970 9.2010
5 O 23.5440 9.1520 15.5560
6 O 21.9780 4.7420 15.9850
7 O 22.9210 13.7270 6.4500
8 O 18.6370 9.4230 5.2380
9 O 29.0870 7.7070 9.9950
10 O 24.1990 8.0450 11.5160
11 C 21.3630 6.4200 14.2980
12 C 27.1460 5.4820 14.2600
13 C 22.2670 8.8980 10.5220
14 C 23.1690 11.8730 7.7430
15 C 19.2600 6.1880 9.6050
16 C 23.1750 12.3180 6.2390
17 C 27.7660 7.8170 9.5150
18 C 22.5060 5.5210 13.8020
19 C 18.8910 10.3480 7.3770
20 C 25.0330 2.5960 9.6240
21 C 19.2060 11.3940 6.4030
22 C 26.5440 4.6770 12.1340
23 C 27.3880 9.2880 9.7310
24 C 25.2700 10.5750 15.9480
25 C 21.9600 13.9470 7.3430
26 C 24.6370 8.4120 15.1620
27 C 19.3880 4.5950 8.0840
28 C 19.7200 11.0920 12.6970
29 C 23.8210 7.2590 10.3850
30 C 23.2440 8.2450 9.4910
31 C 28.6670 9.9910 9.6020
32 C 26.8170 3.9630 14.2240
33 C 22.3610 12.9730 8.5130
34 C 19.2190 9.6870 13.1890
35 C 24.2300 1.6920 8.6910
36 C 21.2090 5.9630 15.7470
37 C 23.3830 3.8270 8.6190
38 C 18.1450 10.3490 11.1690
39 C 17.9450 9.3690 12.2900
40 C 29.7860 8.8400 9.6920
41 C 17.8030 6.0560 8.9440
42 C 25.7370 9.4420 15.0470
43 C 23.0130 4.8560 15.1020
44 C 18.9640 10.8000 4.9830
45 C 18.0750 5.2160 7.7370
46 C 23.2420 2.6040 7.9270
47 C 23.9190 10.1010 16.4930
48 C 27.0190 5.9320 12.7870
49 C 19.1140 9.0730 6.4990
50 C 23.2230 8.9710 11.6550
51 H 21.9970 4.5900 13.2710
52 H 27.4080 4.0430 11.9800
53 H 23.5790 2.7650 6.8680
54 H 17.7560 9.8790 10.3110
55 H 19.7180 10.6520 8.2290
56 H 24.1770 12.2640 5.8420
57 H 23.8030 1.1140 9.4510
58 H 26.1420 6.5890 12.8080
59 H 18.4770 8.1020 6.7700
60 H 20.9940 13.8210 7.0530
61 H 19.3550 5.6130 10.4520
62 H 22.7850 3.8020 9.6010
63 H 22.7080 7.7960 8.6410
64 H 21.4600 8.2030 10.4820
65 H 22.8770 13.2940 9.4130
66 H 26.0670 5.0180 11.2350
67 H 26.0130 10.6970 16.7610
68 H 23.7570 3.9690 14.8290
69 H 26.2780 3.6920 15.1080
70 H 21.9870 15.0230 7.8200
71 H 19.2100 11.9720 13.2040
72 H 18.2860 11.4260 4.3290
73 H 26.0500 2.3940 9.5940
74 H 27.6810 3.2050 13.8510
75 H 20.0470 8.9400 12.8600
76 H 19.5360 7.1750 9.8460
77 H 17.4930 11.1680 11.3910
78 H 19.8550 10.8560 4.5070
79 H 21.6140 6.8680 16.3030
80 H 28.1140 5.5360 14.7590
81 H 26.9930 9.6840 10.8240
82 H 17.1790 7.0210 8.8250
83 H 28.7450 10.7940 10.5100
84 H 23.1870 4.7680 7.9720
85 H 23.1480 5.8330 12.9340
86 H 19.3750 3.5610 8.6720
87 H 26.9880 7.1090 10.0290
88 H 25.1640 11.4220 15.4020
89 H 19.0200 9.5550 14.1470
90 H 22.1620 11.9700 5.7070
91 H 20.1460 4.4250 7.1690
92 H 26.5500 9.4750 9.1920
93 H 25.0540 1.1270 8.0910
94 H 16.9640 5.5480 9.6780
95 H 30.4190 9.0390 10.4060
96 H 21.8670 9.8880 10.1020
97 H 28.6910 10.4940 8.7920
98 H 20.1690 8.9030 6.5880
99 H 24.6130 2.4630 10.6990
100 H 18.1110 10.6290 7.9040
101 H 22.6990 8.7990 12.5450
102 H 23.6400 10.0300 11.5890
103 H 24.3060 11.7890 8.0730
104 H 26.5140 5.9340 14.8920
105 H 23.0940 6.4600 10.6680
106 H 27.8040 7.4260 8.5270
107 H 20.4830 6.4060 13.7610
108 H 24.7460 6.8500 9.8950
109 H 30.4420 8.6100 8.7920
110 H 24.4180 8.0160 13.9810
111 H 20.3290 5.8000 15.9840
112 H 27.8370 6.1620 12.2990
113 H 18.6880 12.3220 6.4470
114 H 26.7890 8.9480 15.3360
115 H 17.2810 4.4130 7.6830
116 H 17.2190 9.5340 12.8650
117 H 21.8130 7.6320 14.3440
118 H 22.9590 10.8680 8.0320
119 H 24.0600 8.9260 9.2650
120 H 23.4350 5.6390 15.5990
121 H 22.1540 2.5050 7.6670
122 H 20.8010 11.4840 12.8820
123 H 25.8190 9.9600 14.1890
124 H 23.3660 10.9990 16.5520
125 H 17.9080 8.3570 11.7670
126 H 18.2450 5.5630 6.7840
127 H 21.4640 12.4590 8.8740
128 H 24.9820 7.8220 15.9570
129 H 20.3830 11.6390 6.4270
130 H 23.9450 10.0120 17.5210

Calculated total energy   -63231.366 eV
E_LUMO   0.5 eV
HOMO   -9.2 eV
Structure (SMILES)   C1CCOC1.C1CCOC1.C1CCOC1.C1CCOC1.C1CCOC1.C1CCOC1.C1CCOC1.C1CCOC1.C1CCOC1.C1CCOC1
Relative energy (zero: lowest compared OMol25 entry of this formula, charge and spin)   1621.40 kJ/mol
Gap between HOMO and LUMO   0.3582 hartree

These are the Mulliken partial charges, in e, on atoms 1 to 2: O -0.19; O -0.36